Here is C6H14O as an isolated structure from OMol25. Energies are from ωB97M-V with the def2-TZVPD basis set.

Values from the calculation:
2S+1: 1
HOMO level (spin up / spin down), eV: -7.204 / -7.357
Kohn-Sham gap (spin up / spin down), eV: 8.0 / 8.2
Lowest unoccupied orbital energy (spin up / spin down), eV: 0.77 / 0.81

Geometry as XYZ:
```
21
Properties=species:S:1:pos:R:3:forces:R:3
C 2.4196 -1.4524 -0.7020 0.273 -0.190 0.136
O 1.1730 -1.0835 -0.5009 -0.232 -0.063 -0.112
C 0.7746 -0.0272 0.1326 0.017 0.167 0.235
C -0.7038 0.2280 0.2428 0.002 0.008 -0.016
C -0.9025 1.7319 0.4702 -0.008 0.080 0.015
C -1.4248 -0.2048 -1.0384 -0.010 -0.038 -0.060
C -1.2761 -0.5466 1.4463 -0.013 -0.050 0.076
H 2.5392 0.4451 -1.5860 -0.074 0.122 0.002
H 2.5093 -2.3895 -1.2339 0.009 0.157 0.063
H 3.1707 -1.1105 0.0056 -0.106 -0.039 -0.147
H 2.0204 0.9756 -1.3575 0.095 -0.072 -0.042
H 1.4836 0.4417 0.8174 -0.119 -0.048 -0.118
H -0.3635 2.0717 1.3632 -0.072 -0.057 -0.123
H -1.9652 1.9588 0.6145 0.150 -0.047 -0.024
H -0.5377 2.3079 -0.3872 -0.053 -0.084 0.116
H -1.3003 -1.2770 -1.2217 -0.026 0.153 0.035
H -1.0324 0.3343 -1.9077 -0.050 -0.063 0.127
H -2.4973 0.0055 -0.9539 0.157 -0.027 0.000
H -1.1332 -1.6252 1.3171 -0.023 0.144 0.006
H -2.3504 -0.3530 1.5569 0.149 -0.017 -0.033
H -0.7806 -0.2469 2.3774 -0.066 -0.036 -0.135
```
Forces are in eV/Å.

Mulliken atomic charge list, values in e, 5 entries:
1. C -0.56
2. O -0.19
3. C -1.02
4. C 2.24
5. C -1.71



Here is one molecule with the formula C6H13N in a non-equilibrium geometry from OMol25. Energies are from ωB97M-V with the def2-TZVPD basis set.

Values from the calculation:
2S+1: 1
HOMO level, eV: -7.672
SMILES: CCC(=CN)CC
Kohn-Sham gap, eV: 8.8
Lowest unoccupied orbital energy, eV: 1.10

Geometry as XYZ:
```
20
Properties=species:S:1:pos:R:3:forces:R:3
C 1.2968 1.0992 1.1078 -0.225 0.125 2.118
C 0.7880 -0.3345 1.0587 1.062 -1.663 -1.117
C -0.0946 -0.5794 -0.1536 -1.393 2.061 0.161
C 0.1994 -0.1875 -1.3992 0.434 -1.499 -0.655
N 1.4838 -0.2186 -1.9618 0.433 0.413 0.129
C -1.5910 -0.6393 0.1833 1.139 1.028 0.613
C -2.1010 0.5794 0.9980 -0.193 -1.186 -0.126
H 0.5008 1.7662 1.4521 -0.086 0.257 -0.960
H 1.8391 1.3732 0.2139 -0.401 0.232 -0.339
H 1.9991 1.2363 1.9421 0.222 -0.385 -0.145
H 0.2345 -0.7541 1.8991 0.105 0.705 0.447
H 1.6948 -0.9607 1.0368 -0.144 -0.125 -0.152
H -0.5893 0.0068 -2.1179 -0.092 -0.099 -0.006
H 1.5584 -0.2757 -2.9689 -0.339 0.136 0.240
H 2.0615 -0.9315 -1.5461 0.156 0.094 0.090
H -1.6843 -1.5181 0.8311 -0.638 -0.193 -0.473
H -2.1650 -0.6325 -0.7386 -0.177 -0.761 -0.002
H -1.5763 0.6412 1.9467 0.165 0.386 0.029
H -2.0454 1.4915 0.4108 0.111 0.153 0.149
H -3.1398 0.3563 1.2468 -0.137 0.322 -0.002
```
Forces are in eV/Å.

Mulliken atomic charge list, values in e, 5 entries:
1. C -1.08
2. C -0.81
3. C 0.67
4. C -0.54
5. N -0.51



Asked for energy relative to the best compared isomer or geometry (same formula, charge and spin) across the records above, the calculation gives 423.6, 88.6 kJ/mol in order.